# C43H72N5O11S5

A 11-piece molecular cluster, C43H72N5O11S5 overall at a distorted geometry (wB97M-V/def2-TZVPD, the Open Molecules 2025 dataset).

Each line ends with the Mulliken charge.
Cartesian coordinates (Å):
C (0.172, 0.204, -0.468)  1.750
C (-0.495, -0.352, 0.796)  2.148
C (-2.018, -0.142, 0.756)  -2.164
O (-0.162, -1.673, 1.154)  -1.140
H (0.104, 1.290, -0.542)  0.369
H (-0.184, -0.308, -1.365)  -1.304
H (1.220, -0.102, -0.423)  -0.496
H (-0.155, 0.324, 1.586)  -1.341
H (-2.533, -0.513, 1.643)  0.700
H (-2.365, -0.693, -0.120)  0.526
H (-2.253, 0.924, 0.808)  0.012
C (-7.307, -2.280, 0.929)  -0.924
C (-5.840, -1.893, 1.183)  -0.515
C (-5.791, -0.401, 0.876)  0.589
S (-6.763, -0.149, -0.623)  1.096
O (-5.880, -0.368, -1.775)  -0.560
O (-7.740, 0.952, -0.545)  -0.692
C (-7.713, -1.734, -0.462)  -0.806
H (-7.907, -1.758, 1.675)  0.343
H (-7.425, -3.362, 0.963)  0.381
H (-5.129, -2.386, 0.519)  0.400
H (-5.555, -2.149, 2.203)  0.450
H (-4.786, 0.012, 0.809)  -0.795
H (-6.278, 0.084, 1.724)  0.381
H (-7.514, -2.425, -1.281)  0.364
H (-8.783, -1.563, -0.577)  0.446
C (4.930, 1.367, 1.024)  0.007
C (4.230, 0.000, 0.977)  1.619
C (5.115, -0.980, 1.733)  -0.787
S (6.861, -0.211, 1.782)  1.179
O (7.879, -1.006, 1.103)  -0.682
O (7.094, 0.265, 3.133)  -0.668
C (6.479, 1.250, 0.780)  -0.958
H (4.770, 1.745, 2.033)  -0.010
H (4.614, 2.043, 0.229)  -0.120
H (4.073, -0.277, -0.066)  -0.756
H (3.254, 0.119, 1.446)  -0.390
H (5.252, -1.989, 1.344)  0.298
H (4.889, -1.173, 2.782)  0.364
H (6.706, 0.969, -0.249)  0.348
H (7.186, 2.015, 1.097)  0.483
C (1.944, -0.612, -4.502)  -0.818
C (2.472, 0.011, -3.187)  1.920
C (3.931, 0.142, -3.350)  -0.882
S (4.452, -1.478, -4.077)  0.982
O (4.886, -2.344, -2.976)  -0.555
O (5.317, -1.233, -5.261)  -0.743
C (2.716, -1.916, -4.556)  -0.553
H (2.283, -0.002, -5.341)  0.436
H (0.862, -0.733, -4.517)  0.255
H (2.226, -0.669, -2.369)  -0.715
H (2.009, 0.973, -2.966)  -0.817
H (4.576, 0.417, -2.516)  0.369
H (4.035, 0.937, -4.092)  0.430
H (2.395, -2.627, -3.793)  0.027
H (2.705, -2.450, -5.505)  0.597
C (2.220, 4.281, -0.517)  0.248
C (1.435, 3.918, -1.802)  0.678
C (0.134, 4.706, -1.828)  -0.875
S (0.293, 6.034, -0.555)  1.039
O (-0.527, 5.673, 0.582)  -0.481
O (0.184, 7.312, -1.221)  -0.764
C (2.113, 5.750, -0.216)  -0.962
H (3.263, 3.963, -0.561)  0.242
H (1.836, 3.644, 0.281)  -0.302
H (1.328, 2.841, -1.939)  -1.045
H (2.018, 4.121, -2.703)  0.573
H (-0.785, 4.133, -1.730)  0.423
H (0.207, 5.371, -2.688)  0.386
H (2.456, 6.054, 0.772)  0.448
H (2.612, 6.373, -0.958)  0.437
C (-4.422, 2.454, 3.449)  -0.523
C (-3.998, 3.078, 2.119)  -0.499
C (-2.488, 3.347, 2.157)  -0.300
S (-1.920, 2.820, 3.836)  0.929
O (-0.967, 3.788, 4.358)  -0.701
O (-1.647, 1.387, 3.734)  -0.560
C (-3.560, 3.107, 4.546)  -0.748
H (-4.268, 1.375, 3.422)  0.199
H (-5.489, 2.634, 3.581)  0.454
H (-4.560, 4.010, 2.068)  0.411
H (-4.210, 2.398, 1.295)  0.013
H (-2.332, 4.427, 2.140)  0.502
H (-1.847, 2.978, 1.359)  0.046
H (-3.684, 4.189, 4.553)  0.334
H (-3.604, 2.574, 5.494)  0.437
N (-2.995, 1.254, -4.894)  0.065
C (-1.633, 1.366, -4.853)  -1.171
C (-1.256, 1.065, -3.522)  -0.284
C (-2.383, 0.585, -2.880)  -0.203
C (-3.479, 0.755, -3.696)  -1.167
H (-3.505, 1.434, -5.743)  0.195
H (-1.040, 1.703, -5.688)  0.453
H (-0.268, 1.070, -3.088)  0.505
H (-2.412, 0.184, -1.878)  0.783
H (-4.548, 0.632, -3.629)  0.653
N (1.374, 1.968, 2.908)  1.061
C (1.581, 3.354, 2.927)  -0.828
C (2.724, 3.626, 3.610)  -0.984
C (3.212, 2.384, 4.122)  -0.896
C (2.360, 1.406, 3.667)  -0.566
H (0.560, 1.448, 2.617)  0.077
H (0.891, 3.959, 2.358)  0.932
H (3.151, 4.598, 3.804)  0.446
H (4.189, 2.379, 4.582)  0.458
H (2.462, 0.341, 3.815)  0.513
N (0.120, -3.103, -1.549)  0.936
C (-0.476, -2.807, -2.726)  -0.458
C (-0.280, -3.879, -3.583)  -1.058
C (0.393, -4.873, -2.845)  -0.876
C (0.591, -4.402, -1.568)  -0.475
H (-0.059, -2.529, -0.732)  0.106
H (-0.998, -1.865, -2.801)  0.521
H (-0.634, -4.033, -4.591)  0.429
H (0.677, -5.853, -3.199)  0.426
H (1.048, -4.821, -0.685)  0.449
N (-1.652, -3.981, 1.401)  0.426
C (-3.017, -4.014, 1.522)  -0.080
C (-3.392, -5.281, 1.966)  -0.474
C (-2.213, -5.957, 2.269)  -0.702
C (-1.189, -5.170, 1.913)  -0.508
H (-1.114, -3.153, 1.144)  0.122
H (-3.588, -3.188, 1.126)  -0.100
H (-4.394, -5.681, 1.972)  0.411
H (-2.135, -6.852, 2.867)  0.376
H (-0.121, -5.252, 2.053)  0.265
N (2.541, -3.069, 0.852)  1.409
C (3.335, -3.462, -0.200)  -0.703
C (4.162, -4.475, 0.325)  -0.614
C (3.701, -4.800, 1.597)  -0.963
C (2.623, -3.966, 1.885)  -0.734
H (1.803, -2.373, 0.881)  -0.230
H (3.346, -2.936, -1.141)  0.368
H (4.917, -5.066, -0.171)  0.478
H (4.159, -5.634, 2.106)  0.443
H (2.007, -3.864, 2.764)  0.648

Computed properties:
- Highest occupied orbital energy: -5.48 eV
- Orbital gap: 7.29 eV
- Charge: -1
- E_tot: -129905.4308 eV
- Molecular weight: 995.408 g mol⁻¹
- Energy relative to the best compared isomer or geometry (same formula, charge and spin): 0.00 kcal per mole